Here is a molecular structure, C52H43N4O4S4SeSn at a distorted geometry from the OMol25 dataset. Energies are from the ωB97M-V functional and the def2-TZVPD basis.

```
109
Properties=species:S:1:pos:R:3:forces:R:3:lowdin_charge:R:1
Sn 2.0002 14.6184 18.8342 1.172 0.749 0.817 1.13
C 9.6444 16.7529 24.7328 1.083 -1.084 0.580 -0.05
C 8.4757 16.7903 23.8128 0.678 -1.057 0.441 -0.28
C 8.0940 15.6268 23.1669 -0.292 -0.709 -0.741 -0.03
C 6.9531 15.5646 22.3915 -1.232 0.431 0.039 -0.07
C 6.1517 16.6862 22.2950 -0.645 0.179 0.683 -0.35
C 6.5420 17.8591 22.9191 1.666 -1.286 -0.600 -0.08
C 7.7375 17.9364 23.6261 -1.168 1.082 0.128 -0.02
S 4.4074 16.6160 21.7162 1.576 -0.334 0.156 1.04
O 4.2787 15.2585 21.0902 -0.254 0.176 0.350 -0.60
C 3.6738 16.6112 23.3876 -0.866 1.854 -2.364 -0.33
C 3.9165 15.6961 24.3399 2.671 -2.520 1.581 -0.07
C 3.1886 15.5478 25.4852 -0.789 0.810 -0.527 0.01
C 2.0744 16.4078 25.7295 -0.351 -0.699 -0.052 -0.12
C 1.1551 16.2746 26.8643 2.770 0.054 -1.607 -0.01
C 0.1911 17.1820 26.9803 -1.714 -0.927 2.252 -0.11
C -0.1199 18.1152 26.0238 -0.593 1.615 -0.835 -0.08
C 0.6384 18.2235 24.9221 1.442 0.696 -2.131 -0.01
C 1.7964 17.3785 24.7194 -0.023 0.342 0.669 -0.09
C 2.6428 17.4859 23.5459 -2.187 0.820 0.571 -0.16
C 2.0506 18.3210 22.4412 -1.340 -0.619 -2.440 -0.16
C 2.3696 19.6767 22.0652 -0.507 -0.427 0.170 -0.11
C 3.3911 20.3295 22.7823 0.089 1.301 0.680 -0.04
C 3.8657 21.5420 22.3750 -2.465 1.216 -2.164 -0.03
C 3.1923 22.2530 21.2723 0.525 -1.803 0.740 -0.04
C 2.1984 21.6353 20.5720 -0.772 -0.208 0.158 -0.04
C 1.7150 20.3684 20.9798 0.212 -2.400 0.072 -0.13
C 0.7203 19.6267 20.2226 1.789 0.705 0.151 0.01
C 0.5119 18.2963 20.4649 0.906 0.934 1.945 -0.06
C 1.1251 17.6589 21.5823 0.850 0.824 0.597 -0.28
S 0.9117 15.8603 21.7420 -0.298 -0.167 -0.600 0.95
O 0.1874 15.3708 20.4609 0.839 0.539 0.438 -0.68
C -0.3381 15.6930 22.9617 -0.048 -0.519 1.619 -0.37
C -1.4523 16.5043 22.9644 1.013 -0.652 -0.361 -0.06
C -2.4470 16.3422 23.8845 -1.003 0.332 0.578 -0.03
C -2.4489 15.3195 24.8200 1.754 -0.809 -0.877 -0.27
C -3.4793 15.1758 25.8544 -1.350 0.038 0.727 -0.04
C -1.3489 14.4507 24.7376 0.015 -0.450 1.026 -0.03
C -0.2492 14.6895 23.9474 -0.493 0.186 -1.541 -0.06
H 10.4024 17.4011 24.3605 0.585 1.028 -0.076 0.07
H 10.2315 15.7851 24.8098 -1.293 0.719 -0.199 0.10
H 9.3639 17.0547 25.7459 0.113 0.043 -0.142 0.09
H 8.6348 14.6891 23.2163 0.400 0.263 0.444 0.12
H 6.5440 14.6686 21.9646 0.289 -0.520 -0.221 0.10
H 6.0474 18.7167 22.6485 -1.458 2.126 0.010 0.08
H 7.9614 18.9266 24.0748 0.268 -0.949 -0.226 0.14
H 4.8527 15.1059 24.2014 -0.966 0.042 0.164 0.14
H 3.4373 14.7330 26.1171 0.115 -0.397 0.805 0.11
H 1.3480 15.5769 27.6600 0.119 -0.303 -0.023 0.12
H -0.4223 17.0859 27.8765 -0.080 0.306 -0.182 0.12
H -0.9328 18.8245 26.1463 -0.028 -0.244 0.172 0.12
H 0.4527 19.0028 24.1312 -0.042 -0.888 1.032 0.14
H 3.5780 20.0416 23.8092 0.657 -0.677 -0.185 0.13
H 4.5450 22.1699 22.8706 1.019 0.143 1.069 0.09
H 3.4472 23.2611 21.0407 0.478 0.472 -0.176 0.10
H 1.6720 22.0463 19.7062 0.351 0.382 0.376 0.12
H 0.3930 20.1364 19.3212 -0.545 -0.269 0.131 0.12
H -0.1449 17.7057 19.9246 -1.131 -0.921 -1.340 0.08
H -1.4299 17.2105 22.1880 -0.697 1.277 -0.674 0.10
H -3.2719 17.0292 23.9115 -0.292 0.311 -0.188 0.12
H -3.7163 14.1389 26.1978 0.252 0.766 -0.613 0.10
H -4.3857 15.7038 25.5204 0.013 -0.503 0.140 0.09
H -3.1896 15.7243 26.7516 0.243 -0.016 0.124 0.08
H -1.2934 13.5400 25.3411 -0.217 0.435 0.151 0.12
H 0.5573 13.9849 23.9707 0.505 -0.116 -0.046 0.10
O 0.4294 9.6317 17.0840 -0.202 -1.201 -0.059 0.05
C -0.6396 10.3524 17.4634 0.627 -0.694 -0.327 -0.29
C -1.7908 9.6403 17.7638 -0.597 1.704 0.417 -0.01
C -2.8835 10.3215 18.2459 -1.104 0.358 -0.096 -0.06
C -2.8346 11.7114 18.4448 1.447 -1.009 -0.485 -0.06
C -1.6729 12.3800 18.1249 0.358 0.214 0.238 -0.01
C -0.5560 11.7238 17.5871 -0.213 1.068 0.306 -0.08
C 0.6983 12.5257 17.4187 -1.972 0.988 0.565 -0.45
O 0.5820 13.8278 17.7042 -0.714 -1.787 -0.936 -0.33
N 1.7982 11.9423 17.1246 2.063 0.092 -0.381 0.08
N 2.9079 12.7883 17.4184 -1.791 0.070 0.707 -0.18
C 4.0526 12.6816 16.8886 -0.957 -1.434 -0.755 -0.94
S 4.4872 11.7096 15.4794 -1.541 0.068 0.303 0.98
C 6.2107 11.8898 15.7620 0.646 -0.777 0.022 -0.57
C 6.4684 13.2497 16.3002 0.420 1.091 0.750 -0.48
S 5.3345 13.4275 17.7084 1.226 0.855 0.271 0.95
H 1.1791 10.2215 17.0164 0.932 0.663 -0.377 0.04
H -1.8535 8.6086 17.6578 0.252 -1.661 -0.348 0.10
H -3.8369 9.7871 18.4234 0.784 0.281 0.079 0.12
H -3.6045 12.2216 18.9291 -1.262 0.689 0.486 0.08
H -1.5000 13.4151 18.3894 -0.446 0.076 -0.170 0.12
H 6.6396 11.7577 14.7974 0.713 -0.094 -0.805 0.07
H 6.5584 11.0786 16.4087 0.079 0.262 0.076 0.09
H 6.2532 14.0529 15.5825 0.101 -0.332 0.086 0.09
H 7.4769 13.3929 16.7094 -0.169 -0.153 -0.268 0.09
C 4.8315 12.0928 20.8981 1.390 -1.327 1.725 -0.05
N 3.9304 11.1219 20.3297 1.396 -1.037 -0.282 -0.05
C 2.6139 11.2063 20.2677 -0.703 0.207 -0.649 -0.59
Se 1.4746 12.6914 20.7637 0.666 -1.127 -0.114 0.71
N 2.1651 10.1109 19.5992 -0.676 1.526 0.993 0.14
C 3.2132 9.3452 19.1602 0.334 -0.788 -0.451 -0.16
C 3.2517 8.1881 18.3675 1.090 0.653 1.090 0.02
C 4.5241 7.7004 18.1095 -0.009 -0.075 -0.536 -0.06
C 5.6877 8.2673 18.6485 -0.273 -0.354 0.627 -0.06
C 5.6076 9.3266 19.5198 -0.052 0.938 0.060 -0.02
C 4.3946 9.9238 19.6661 -3.379 1.100 0.168 -0.12
H 5.7429 12.1032 20.2900 -0.372 0.400 0.008 0.07
H 5.1641 11.7527 21.9310 -0.460 0.246 -1.066 0.13
H 4.3686 13.0413 21.0398 -0.307 0.784 -0.309 0.02
H 1.1658 10.0900 19.4366 0.192 -0.609 -0.462 0.14
H 2.3946 7.6188 18.1036 -0.685 0.003 -0.458 0.11
H 4.5929 6.8467 17.4434 0.179 -0.033 0.216 0.11
H 6.6452 7.8054 18.5629 0.384 -0.420 -0.462 0.10
H 6.3586 9.7769 20.1213 1.286 -0.148 -0.048 0.11
```
Positions in Å, forces in eV/Å.

Values from the calculation:
**M**: 1113.9 g/mol
**Orbital gap**: 8.0 eV
**Charge**: +1
**HOMO level**: -10.21 eV
**LUMO**: -0.080 Ha